1.
# C25H57F2N6O21P3

A 6-piece molecular cluster, C25H57F2N6O21P3 overall (the ωB97M-V functional and the def2-TZVPD basis, the OMol25 dataset).

```
114
Properties=species:S:1:pos:R:3:lowdin_charge:R:1
C -3.76487 -0.32395 6.62221 -0.096
C -2.81172 0.60449 5.85043 -0.209
C -1.65352 -0.11900 5.17749 -0.216
O -2.06417 -0.57221 3.90043 -0.144
C -1.02010 -0.81690 2.98252 -0.154
C -1.42742 -0.39200 1.54647 -0.385
C -2.95170 -0.42318 1.36110 -0.085
C -3.62960 -1.80352 1.25068 -0.156
C -3.07649 -2.94874 2.08959 -0.178
C -3.93638 -4.20681 1.99027 -0.254
O -4.31285 -4.53495 0.65531 -0.071
C -0.93242 1.02761 1.25961 -0.100
C -1.21058 2.04208 2.36025 -0.115
O -0.03846 2.11200 3.19846 -0.045
C -0.03896 3.03404 4.16447 -0.555
C 1.22926 2.98679 4.95361 0.031
O -0.96048 3.79534 4.32221 0.095
O -0.93403 -1.35754 0.59582 -0.098
C 0.37611 -1.39677 0.07431 -0.413
C 0.57322 -2.89560 -0.27003 -0.159
P -0.58787 -3.81753 -1.28757 0.443
O -0.11624 -4.20642 -2.63185 -0.282
O -1.95329 -3.01923 -1.27449 -0.150
O -0.91090 -5.10591 -0.38126 -0.122
P 1.71838 -0.95167 1.39288 0.997
O 1.46194 -2.33570 2.25202 -0.275
O 3.01233 -1.50585 0.50971 -0.255
C 0.66077 -0.40707 -1.15758 -0.439
O 1.50983 0.63647 -0.66696 -0.065
C 1.40524 -1.08439 -2.30354 -0.132
C 1.76619 -0.08843 -3.40815 -0.162
F 1.36922 -0.59442 -4.64653 -0.075
N -0.61766 0.25426 -1.56209 -0.182
F -0.39264 1.65687 -1.73004 -0.095
P -1.55576 -0.40745 -2.88808 0.969
C -3.24292 0.00272 -2.32337 -0.258
C -1.40135 0.86885 -4.17832 -0.272
H -4.80698 -0.13230 6.36001 0.067
H -3.55830 -1.37203 6.39915 0.069
H -3.68695 -0.18066 7.70166 0.067
H -2.42775 1.40251 6.48725 0.108
H -3.36854 1.09111 5.04267 0.108
H -1.34558 -0.98221 5.78533 0.129
H -0.77804 0.53526 5.07995 0.103
H -0.76166 -1.87866 2.96354 0.113
H -0.11816 -0.27799 3.29999 0.098
H -3.42741 0.18665 2.12719 0.119
H -3.11852 0.08281 0.40683 0.092
H -4.68216 -1.67012 1.53679 0.124
H -3.65027 -2.10396 0.20385 0.079
H -2.06795 -3.20702 1.75570 0.100
H -3.05395 -2.65581 3.14208 0.113
H -4.86260 -4.06922 2.55895 0.116
H -3.40310 -5.04606 2.44788 0.115
H -3.67209 -5.15400 0.30614 0.065
H 0.14497 1.05138 1.08705 0.066
H -1.39630 1.38997 0.34287 0.107
H -2.08140 1.81698 2.97774 0.124
H -1.37141 3.02805 1.91630 0.137
H 1.18919 2.16392 5.67270 0.091
H 2.06881 2.80753 4.28859 0.062
H 1.36179 3.92617 5.48541 0.094
H 1.56898 -3.09234 -0.67037 0.098
H 0.52402 -3.41405 0.68708 0.089
H -2.46117 -3.28067 -2.05379 0.095
H -0.59726 -5.88480 -0.85259 0.084
H 2.29806 -2.65937 2.59544 0.068
H 3.74358 -0.90288 0.66504 0.057
H 2.40230 0.46860 -0.97532 0.097
H 0.84122 -1.90101 -2.75375 0.078
H 2.31764 -1.51691 -1.88953 0.094
H 1.27522 0.87534 -3.26997 0.107
H 2.84141 0.08901 -3.47323 0.118
H -3.25062 0.80778 -1.58851 0.039
H -3.81017 0.34583 -3.19303 0.040
H -3.73115 -0.88245 -1.91652 0.022
H -2.15668 0.63229 -4.93019 0.045
H -0.42548 0.82274 -4.65780 0.007
H -1.56827 1.87696 -3.79738 0.051
C 2.04724 -3.93445 -4.98226 0.053
N 3.35065 -3.54276 -4.39097 -0.418
O 4.32389 -3.46932 -5.11090 0.064
O 3.36617 -3.28378 -3.20287 0.049
H 2.19305 -4.11508 -6.04025 0.098
H 1.69390 -4.81443 -4.45377 0.094
H 1.36455 -3.11054 -4.80242 0.081
C 1.47570 0.86699 -7.89275 0.049
N 0.05532 1.26723 -7.69059 -0.455
O -0.19782 2.44924 -7.61230 0.069
O -0.75622 0.36988 -7.60741 0.053
H 2.07869 1.76543 -7.94287 0.095
H 1.74704 0.24562 -7.04348 0.081
H 1.52376 0.29539 -8.81434 0.100
C 1.88482 3.72685 0.84839 0.064
N 3.22254 3.72594 1.49529 -0.430
O 4.20107 3.53965 0.80686 0.070
O 3.24343 3.89403 2.70053 0.047
H 2.01478 3.56389 -0.21428 0.097
H 1.32248 2.91814 1.30891 0.079
H 1.41790 4.68586 1.07648 0.075
C -0.48329 7.49607 3.92621 0.055
N -0.22278 7.16518 2.50025 -0.436
O -0.88387 7.71194 1.64832 0.081
O 0.66252 6.35761 2.27626 0.040
H -1.28488 8.22438 3.95988 0.095
H -0.74261 6.56617 4.42184 0.088
H 0.44308 7.89193 4.33222 0.102
C 6.16401 -1.35040 -3.71689 0.032
N 6.60929 -0.00823 -3.25527 -0.455
O 7.76949 0.13863 -2.94362 0.075
O 5.75971 0.86040 -3.21726 0.046
H 7.01108 -2.02456 -3.69417 0.099
H 5.37281 -1.68163 -3.05099 0.077
H 5.77512 -1.23392 -4.72297 0.094
```

Summary:
- lowest unoccupied orbital energy (eV) = 0.0
- max |F| (eV/Å) = 0.72
- E (Ha) = -4118.73636
- SMILES = CCCOC[C@@](CCCCO)(CCOC(C)=O)O[C@](CP(=O)(O)O)(P(O)O)[C@@](O)(CCF)N(F)P(C)C.C[N+](=O)[O-].C[N+](=O)[O-].C[N+](=O)[O-].C[N+](=O)[O-].C[N+](=O)[O-]



2.
# C5H10BrI2NP

C5H10BrI2NP as an isolated structure in a non-equilibrium geometry (the ωB97M-V functional and the def2-TZVPD basis, the OMol25 dataset).

```
20
Properties=species:S:1:pos:R:3:nbo_charge:R:1
C 2.86383 0.19443 -0.33545 -0.721
C 1.60526 -0.53814 -0.01378 -0.087
I 1.25402 -1.06281 2.05745 0.201
C 0.69667 -0.88806 -0.92930 -0.569
I 0.98351 -0.46922 -2.99138 0.098
P -0.89731 -1.74932 -0.58923 0.487
C -1.93945 -0.64784 0.48228 -0.706
C -1.64973 0.85267 0.34914 -0.221
N -2.47540 1.53838 -0.65612 -0.852
H 2.84300 1.14140 0.20006 0.278
H 2.96779 0.43009 -1.39116 0.214
H 3.75712 -0.34243 -0.02325 0.243
H -0.59859 -2.85835 0.22331 -0.005
H -1.82023 -0.91305 1.53328 0.237
H -2.99089 -0.81471 0.23774 0.210
H -1.87678 1.31104 1.31534 0.183
H -0.60834 1.08994 0.14555 0.209
H -3.26000 0.97476 -0.94049 0.348
H -1.93235 1.82653 -1.45231 0.362
Br 3.07787 0.92468 2.77831 -0.911
```

Summary:
- lowest unoccupied orbital energy (eV) = 2.4
- charge = -1
- max |F| (eV/Å) = 3.55
- E (Ha) = -3762.01798



3.
# C21H52Cl2OP2SiTl

C21H52Cl2OP2SiTl as an isolated structure in a non-equilibrium geometry (the ωB97M-V functional and the def2-TZVPD basis, the OMol25 dataset).

```
80
Properties=species:S:1:pos:R:3:lowdin_charge:R:1
Tl -0.72194 -0.04788 1.17009 0.486
Cl 0.57223 -0.36736 -1.72981 -0.081
P -3.07134 -1.20527 -0.86200 1.046
C -3.28494 -2.10906 -2.42705 -0.514
C -3.70893 -2.05480 0.63164 -0.507
C -3.58878 0.51852 -1.11815 -0.496
C -2.05691 -2.96724 -2.72332 -0.112
H -3.33562 -1.29537 -3.17353 0.123
C -4.58876 -2.90033 -2.43248 -0.117
H -4.57673 -3.70248 -1.68332 0.073
H -4.71331 -3.36015 -3.42056 0.081
H -5.46573 -2.26338 -2.25117 0.066
H -1.14132 -2.36663 -2.73646 0.023
H -2.18324 -3.41857 -3.71248 0.082
H -1.93246 -3.77405 -1.99477 0.075
H -3.07512 0.73368 -2.07556 0.125
C -3.11541 1.55551 -0.09794 -0.151
C -5.10779 0.57934 -1.32375 -0.105
H -5.40945 0.11629 -2.27526 0.070
H -5.41363 1.63445 -1.34487 0.084
H -5.65233 0.08725 -0.50043 0.080
H -2.04412 1.48769 0.11824 -0.035
H -3.68664 1.50662 0.84783 0.078
H -3.21403 2.55479 -0.53087 0.089
C -2.96272 -3.37904 0.86352 -0.092
H -4.76342 -2.28796 0.38214 0.111
C -3.69481 -1.21302 1.90435 -0.142
H -2.96578 -4.04471 -0.01264 0.060
H -3.46242 -3.91085 1.68966 0.091
H -1.92205 -3.19433 1.18282 0.068
H -2.66731 -1.02524 2.23822 -0.032
H -4.15496 -1.79470 2.71121 0.090
H -4.23546 -0.26549 1.80607 0.068
Cl 0.15394 -1.71501 2.96847 -0.305
H -1.68954 -1.20228 -0.87080 -0.102
P 2.96852 -0.10078 -0.70952 0.893
C 3.44824 1.48437 -1.60134 -0.552
C 4.11464 -0.23365 0.85553 -0.553
C 3.43782 -1.48968 -1.82512 -0.621
C 2.31920 2.50539 -1.41579 -0.167
H 3.46894 1.19300 -2.66440 0.095
C 4.81228 2.08761 -1.24737 -0.140
H 4.82208 2.47530 -0.22056 0.060
H 5.02238 2.93905 -1.91251 0.065
H 5.63870 1.37722 -1.37292 0.057
H 1.40042 2.11306 -1.85810 0.010
H 2.58388 3.45330 -1.91344 0.067
H 2.10381 2.69473 -0.35488 0.048
H 2.86676 -1.22486 -2.73092 0.058
C 2.87372 -2.83006 -1.34121 -0.157
C 4.91764 -1.53845 -2.18516 -0.137
H 5.22233 -0.64582 -2.74471 0.059
H 5.13394 -2.40489 -2.82866 0.065
H 5.54984 -1.63117 -1.29185 0.065
H 1.93724 -2.66801 -0.79674 0.042
H 3.57138 -3.38854 -0.70760 0.054
H 2.63245 -3.46989 -2.19674 0.066
C 3.76478 0.84267 1.88167 -0.140
H 5.16355 -0.09960 0.52542 0.077
C 3.98503 -1.60522 1.53043 -0.138
H 3.74510 1.85390 1.47163 0.048
H 4.50944 0.83318 2.69230 0.073
H 2.77898 0.63987 2.31331 0.063
H 2.94586 -1.75988 1.85330 0.039
H 4.61948 -1.64084 2.42863 0.071
H 4.29173 -2.43518 0.89014 0.040
C 1.34432 3.65869 3.43150 -0.185
Si -0.07910 3.06558 2.33409 0.183
C -1.38328 2.24873 3.46717 -0.199
C -0.91845 4.56478 1.53407 -0.183
O 0.50767 1.99285 1.27711 -0.532
H 1.05353 4.44112 4.14770 0.012
H 2.15440 4.05831 2.80309 0.022
H 1.75332 2.81233 4.00425 0.027
H -1.42811 2.76294 4.43886 0.021
H -2.39488 2.27771 3.04011 0.008
H -1.12052 1.19958 3.66818 -0.009
H -0.36240 4.88924 0.64542 0.021
H -1.95672 4.37770 1.22905 0.005
H -0.93913 5.41531 2.23952 0.018
```

Summary:
- lowest unoccupied orbital energy (eV) = 2.0
- charge = -1
- max |F| (eV/Å) = 3.29
- E (Ha) = -2971.75002



4.
# C5H7NO

C5H7NO as an isolated structure in a non-equilibrium geometry (the ωB97M-V functional and the def2-TZVPD basis, the OMol25 dataset).

```
14
Properties=species:S:1:pos:R:3:nbo_charge:R:1
N 1.63742 -1.87348 0.58942 -0.721
C 1.10891 -0.77539 0.20387 0.558
O 1.54230 0.30420 -0.47001 -0.564
C 0.23918 1.56786 -0.27088 -0.014
C -0.87575 0.77201 0.26852 -0.324
C -1.28816 -0.39657 -0.56868 -0.388
C -0.32804 -0.63189 0.53717 -0.253
H 2.58602 -2.07085 0.29035 0.349
H 0.36518 1.71781 -1.31888 0.205
H 0.36311 2.52448 0.28933 0.212
H -1.53058 1.17843 1.04077 0.242
H -0.89868 -0.38311 -1.58279 0.225
H -2.28672 -0.78898 -0.44112 0.229
H -0.63419 -1.14453 1.43293 0.244
```

Summary:
- lowest unoccupied orbital energy (eV) = 0.5
- max |F| (eV/Å) = 1.99
- E (Ha) = -324.62215
- ΔE to the lowest compared entry with this formula, charge and spin (kJ/mol) = 268.62



5.
# C4H9NO2

The molecule C4H9NO2 (the ωB97M-V functional and the def2-TZVPD basis, the OMol25 dataset).

```
16
Properties=species:S:1:pos:R:3:nbo_charge:R:1
C -1.12809 1.44190 -0.24675 -0.617
C -0.27787 0.27538 0.24487 -0.088
C -0.99755 -1.06773 0.09392 -0.056
O -0.42950 -2.10018 0.85201 -0.731
N 0.99908 0.31975 -0.47667 -0.613
C 2.14180 -0.24494 -0.03416 0.538
O 2.21475 -1.06825 0.86637 -0.635
H -0.57559 2.38468 -0.17068 0.216
H -2.03970 1.53475 0.34912 0.228
H -1.42182 1.29790 -1.29428 0.207
H -0.04738 0.40380 1.31023 0.212
H -2.03215 -0.94732 0.44146 0.175
H -1.04030 -1.31572 -0.98154 0.153
H 0.53367 -1.96113 0.89148 0.494
H 1.06234 0.92152 -1.28396 0.398
H 3.03829 0.12559 -0.56142 0.120
```

Summary:
- lowest unoccupied orbital energy (eV) = 0.7
- max |F| (eV/Å) = 0.42
- E (Ha) = -363.05584
- SMILES = C[C@@H](CO)NC=O
- ΔE to the lowest compared entry with this formula, charge and spin (kJ/mol) = 77.96



6.
# C3H6N2O2

C3H6N2O2 as an isolated structure (the ωB97M-V functional and the def2-TZVPD basis, the OMol25 dataset).

```
13
Properties=species:S:1:pos:R:3:nbo_charge:R:1
N -1.20703 -0.34445 -1.05354 -0.830
C -0.32709 0.13169 -0.03037 0.300
O -0.72942 1.42592 0.34950 -0.704
C -0.05297 -0.86530 1.11095 -0.102
O 1.37064 -0.74543 0.90799 -0.482
C 1.21922 0.04718 -0.19833 0.506
N 2.17520 0.48660 -0.88321 -0.665
H -1.81982 0.40896 -1.34602 0.385
H -1.78204 -1.10782 -0.71532 0.369
H -0.38879 -1.88497 0.89371 0.180
H -0.36740 -0.54996 2.10788 0.198
H 0.05700 1.95754 0.53054 0.486
H 1.85250 1.04004 -1.67379 0.357
```

Summary:
- lowest unoccupied orbital energy (eV) = 0.7
- max |F| (eV/Å) = 0.52
- E (Ha) = -377.86629
- ΔE to the lowest compared entry with this formula, charge and spin (kJ/mol) = 244.29